Entry 1:
A structure of composition C34H42Ge2IN3O2V. Source: the Open Molecules 2025 dataset; level of theory: ωB97M-V/def2-TZVPD.

Output
Net charge: +2
Multiplicity: 2
LUMO (alpha / beta) in eV: -6.296 / -5.692
Gap between HOMO and LUMO (alpha / beta) in hartree: 0.2607 / 0.2826

Element x y z (Å)
1 V 0.796115 1.383932 0.583611
2 I 3.577695 1.371259 0.027721
3 C 3.424971 3.397879 -0.519998
4 C 4.509067 4.017072 -1.061878
5 C 4.445004 5.404224 -1.308109
6 C 3.331497 6.103008 -0.942243
7 C 2.217899 5.454167 -0.356205
8 C 1.110247 6.203740 0.112267
9 C 0.060370 5.587782 0.726229
10 C 0.032152 4.180186 0.806855
11 C 1.065886 3.384729 0.357816
12 C 2.220040 4.043912 -0.179453
13 H 5.413267 3.467952 -1.287662
14 H 5.294358 5.903844 -1.752448
15 H 3.291212 7.175805 -1.082852
16 H 1.132212 7.281206 0.004067
17 H -0.762537 6.163743 1.128161
18 H -0.831187 3.736635 1.294552
19 C -4.752204 -1.908165 1.280161
20 C -4.161170 -0.529461 0.963210
21 Ge -2.648696 -0.659839 -0.247094
22 C -3.097605 -0.385422 -2.120232
23 C -4.104144 -1.464595 -2.546679
24 C -1.761704 -2.368890 -0.156891
25 C -0.570859 -2.723434 -0.638315
26 Ge 1.002875 -1.656641 -1.098497
27 C 2.171809 -1.735882 0.475199
28 C 2.037992 -2.996841 1.333822
29 C 1.813815 -1.506210 -2.864133
30 C 3.228196 -2.094438 -2.917707
31 C -0.120679 -4.143041 -0.688645
32 C 0.699686 -4.577844 -1.733529
33 C 1.181350 -5.881501 -1.759312
34 C 0.846978 -6.761175 -0.743597
35 C 0.016892 -6.341165 0.292340
36 C -0.457194 -5.042856 0.322837
37 H -5.651283 -1.794316 1.884498
38 H -4.052326 -2.526402 1.843898
39 H -5.032224 -2.459556 0.381001
40 H -3.862397 -0.008399 1.870454
41 H -4.896451 0.112961 0.474723
42 H -2.185776 -0.458755 -2.718470
43 H -3.525475 0.604314 -2.276247
44 H -3.702414 -2.470620 -2.416060
45 H -4.358204 -1.344974 -3.599020
46 H -5.031917 -1.393917 -1.977140
47 H -2.423056 -3.174568 0.164922
48 H 1.954235 -0.868887 1.109615
49 H 3.201553 -1.633903 0.127833
50 H 1.022213 -3.119986 1.706298
51 H 2.704530 -2.925665 2.193877
52 H 2.303123 -3.896221 0.778990
53 H 1.812602 -0.435967 -3.061869
54 H 1.158850 -1.975582 -3.598797
55 H 3.899771 -1.576378 -2.231432
56 H 3.639388 -1.990222 -3.920985
57 H 3.236146 -3.154914 -2.663334
58 H 0.903506 -3.916294 -2.566123
59 H 1.803808 -6.209553 -2.581332
60 H 1.223007 -7.774967 -0.758694
61 H -0.250450 -7.031700 1.081085
62 H -1.076807 -4.706169 1.146229
63 O -2.935352 2.307580 1.192734
64 C -2.269457 2.044293 0.237993
65 C -2.173539 2.799449 -1.078897
66 C -0.985232 2.183510 -1.831163
67 C -0.481353 1.164615 -0.837970
68 O 0.482813 0.254588 -1.020000
69 N -1.407141 0.881404 0.183537
70 H -2.096288 3.870678 -0.912217
71 H -3.115484 2.629898 -1.603265
72 H -0.214987 2.914475 -2.068364
73 H -1.283166 1.691026 -2.757564
74 C -1.227067 -0.179340 3.308858
75 C -0.091104 0.734247 3.587200
76 N 0.773605 1.232422 2.703379
77 C 1.652644 2.051193 3.412979
78 C 1.311232 2.031265 4.717179
79 N 0.218048 1.196927 4.803476
80 H -1.031094 -0.744410 2.399914
81 H -2.143904 0.395498 3.168664
82 H -1.373450 -0.877236 4.132093
83 H 2.453086 2.587942 2.935332
84 H 1.740047 2.516208 5.575487
85 H -0.270442 0.960703 5.653319

Cartesian forces (eV/Å) of the 2 atoms listed first:
0.723 0.229 0.977
-0.212 0.150 -0.047



Entry 2:
An isolated molecule of C5H8O2S. Source: the Open Molecules 2025 dataset; level of theory: ωB97M-V/def2-TZVPD.

Output
Net charge: 0
LUMO in eV: 0.835
Gap between HOMO and LUMO in hartree: 0.3569
SMILES: C1OC[C@@H]2O[C@H]1CS2

Element x y z (Å)
1 C -0.950642 0.857560 -0.574457
2 O -1.760972 -0.255908 -0.263421
3 C -1.016498 -1.447309 -0.170954
4 C 0.267891 -1.209483 0.653032
5 O 0.082835 -0.050917 1.422843
6 C 0.159347 1.018250 0.493150
7 C 1.569651 0.915698 -0.117378
8 S 1.765753 -0.870250 -0.391018
9 H -0.521739 0.733833 -1.563821
10 H -1.606765 1.721968 -0.613780
11 H -1.681269 -2.158988 0.347917
12 H -0.783078 -1.852332 -1.165243
13 H 0.478004 -2.059480 1.349470
14 H 0.026098 1.933076 1.061564
15 H 2.336721 1.261795 0.570809
16 H 1.634669 1.462484 -1.038718

Cartesian forces (eV/Å) of the 2 atoms listed first:
-0.083 -0.201 0.141
-0.123 0.171 -0.056



Entry 3:
A structure of composition C19H21N5O2Re. Source: the Open Molecules 2025 dataset; level of theory: ωB97M-V/def2-TZVPD.

Output
Net charge: +4
Multiplicity: 4
LUMO (alpha / beta) in eV: -12.853 / -16.108
Gap between HOMO and LUMO (alpha / beta) in hartree: 0.3198 / 0.1874

Element x y z (Å)
1 N 1.380422 -1.197132 0.709830
2 C 1.832069 -2.058105 1.362204
3 C 2.527547 -3.027735 2.148611
4 H 3.392796 -2.547867 2.631197
5 H 2.869837 -3.846236 1.498276
6 H 1.848608 -3.427895 2.917716
7 N -0.904845 -0.663557 -1.679616
8 C -1.479013 -1.067223 -2.636730
9 C -2.769012 -1.444484 -3.200350
10 H -2.619911 -2.397579 -3.749545
11 H -3.085180 -0.663810 -3.925011
12 H -3.545588 -1.572046 -2.413641
13 N 0.946535 1.788423 -0.228843
14 C 1.204518 2.916280 -0.283269
15 C 1.591703 4.299021 -0.258795
16 H 0.691846 4.927923 -0.170808
17 H 2.116004 4.544359 -1.193944
18 H 2.259658 4.470660 0.600105
19 Re -0.357057 -0.013655 -0.066124
20 C -1.873898 1.159702 -0.173269
21 O -2.824588 1.846975 -0.250843
22 C -1.424643 -1.396387 0.742509
23 O -2.083070 -2.232281 1.237138
24 C 2.209608 -1.756165 -1.837284
25 C 3.009404 -0.726352 -1.326630
26 C 2.815460 0.579050 -1.749232
27 C 1.823972 0.868731 -2.694292
28 C 1.023417 -0.146566 -3.183644
29 C 1.215496 -1.464654 -2.751531
30 H 2.431047 -2.797634 -1.591374
31 H 3.854877 -0.960625 -0.675025
32 H 3.519172 1.354348 -1.435419
33 H 1.757559 1.868435 -3.129516
34 H 0.300057 0.081144 -3.963817
35 H 0.641265 -2.282553 -3.182803
36 N -0.584487 3.071534 1.983047
37 C -0.341609 2.039850 2.853588
38 C -0.135627 2.355276 4.216975
39 C 0.110160 1.338382 5.122907
40 C 0.167913 0.031751 4.632861
41 C -0.021411 -0.191388 3.270447
42 N -0.257894 0.782417 2.368453
43 H -1.104642 2.900535 1.125813
44 H -0.745261 3.974328 2.403740
45 H -0.181829 3.411736 4.485460
46 H 0.236053 1.556734 6.183578
47 H 0.372621 -0.815053 5.284749
48 H 0.041819 -1.218832 2.902163

Cartesian forces (eV/Å) of the 2 atoms listed first:
-0.020 -1.820 1.315
-0.466 2.250 -1.527



Entry 4:
A cluster of 2 separate species, C2H6OS2 in total. Source: the Open Molecules 2025 dataset; level of theory: ωB97M-V/def2-TZVPD.

Output
Net charge: 0
LUMO in eV: 0.047
Gap between HOMO and LUMO in hartree: 0.3271
SMILES: CC=O.SS

Element x y z (Å)
1 C -0.067284 0.618152 1.483200
2 C 0.565005 1.242884 0.279197
3 O 1.636954 1.783589 0.248849
4 H -0.777162 -0.154088 1.181334
5 H 0.656953 0.167417 2.157781
6 H -0.626234 1.372763 2.044228
7 H -0.071357 1.195588 -0.630032
8 S -1.295679 -1.391103 -2.087156
9 S 0.655746 -1.770514 -1.377154
10 H -1.792332 -2.462769 -1.460569
11 H 1.115393 -0.601920 -1.839678

Cartesian forces (eV/Å) of the 2 atoms listed first:
-0.192 -0.358 0.290
-0.315 0.010 -0.091



Entry 5:
A cluster of 6 separate species, C12H18N6 in total. Source: the Open Molecules 2025 dataset; level of theory: ωB97M-V/def2-TZVPD.

Output
Net charge: 0
LUMO in eV: 0.396
Gap between HOMO and LUMO in hartree: 0.4269
SMILES: CC#N.CC#N.CC#N.CC#N.CC#N.CC#N

Element x y z (Å)
1 C 6.426491 1.334850 3.488073
2 C 4.981001 1.161150 3.408823
3 N 3.799081 1.074130 3.359013
4 H 6.660861 2.263590 4.008273
5 H 6.875901 1.483210 2.506163
6 H 6.796541 0.438800 3.986313
7 C 1.866961 5.951240 2.082643
8 C 3.054211 5.594450 1.271883
9 N 3.935131 5.311970 0.570963
10 H 0.920731 5.730890 1.588463
11 H 2.007961 7.023800 2.216233
12 H 2.030731 5.438930 3.030683
13 C 0.901871 0.465320 -0.684897
14 C -0.214949 0.011540 0.142473
15 N -1.138009 -0.386250 0.741383
16 H 1.131951 1.499080 -0.426997
17 H 0.590161 0.380030 -1.725887
18 H 1.778611 -0.166100 -0.540907
19 C 3.670891 -5.434270 -0.723637
20 C 2.307561 -5.610370 -1.342607
21 N 1.268341 -5.711610 -1.824787
22 H 4.314621 -5.597050 -1.588047
23 H 3.612991 -6.350770 -0.136457
24 H 3.827181 -4.519480 -0.151947
25 C -5.075759 -2.150670 -4.961287
26 C -4.398969 -0.999770 -4.339557
27 N -3.844489 -0.062390 -3.857097
28 H -4.343949 -2.668530 -5.581267
29 H -5.977979 -1.857300 -5.497967
30 H -5.396829 -2.888390 -4.225897
31 C -6.551659 0.041150 0.793163
32 C -7.969799 -0.423330 0.897443
33 N -9.122079 -0.721360 0.960433
34 H -6.083269 -0.795970 0.275523
35 H -6.198449 0.067030 1.824023
36 H -6.443609 1.072460 0.457273

Cartesian forces (eV/Å) of the 2 atoms listed first:
-0.161 0.090 -0.106
-4.451 0.154 -0.433



Entry 6:
A cluster of 3 separate species, C4H13NO in total. Source: the Open Molecules 2025 dataset; level of theory: ωB97M-V/def2-TZVPD.

Output
Net charge: 0
LUMO in eV: -0.701
Gap between HOMO and LUMO in hartree: 0.2976

Element x y z (Å)
1 C 0.413361 -1.305062 0.364122
2 N 0.480999 -0.134536 1.233995
3 C 0.566704 1.218362 0.675080
4 C -0.748816 1.837623 0.212441
5 C -0.975843 -1.645693 -0.160569
6 H 0.858034 -2.102112 0.961629
7 H 1.039885 -1.036757 -0.568723
8 H -0.268551 -0.122759 1.899875
9 H 1.751403 -0.896291 -1.061625
10 H 0.960430 1.849350 1.475824
11 H -0.567937 2.749691 -0.357338
12 H -1.436251 2.081796 1.026869
13 H -1.285079 1.145443 -0.435704
14 H -0.918855 -2.695277 -0.471145
15 H -1.704492 -1.610798 0.646793
16 H -1.194173 -1.050265 -1.035219
17 H 1.263060 1.197291 -0.157065
18 H 1.189095 0.622269 -2.214524
19 O 0.577025 -0.102283 -2.034720

Cartesian forces (eV/Å) of the 2 atoms listed first:
-0.704 0.661 2.309
0.755 0.499 -0.464



The records above give, respectively, relative energy (zero: lowest compared OMol25 entry of this formula, charge and spin) values of 0.000; 0.906; 0.000; 0.237; 1.601; 5.553 eV.